# 1
Entry from the OMol25 dataset: 3 unconnected molecules or ions with the total composition C26H38O3 in a non-equilibrium geometry (the ωB97M-V functional and the def2-TZVPD basis).

2S+1: 1
Structure (SMILES): COCCCCCCCCC[C@@H]1CCOC1=O.c1ccccc1.c1ccccc1
F_max, eV/Å: 1.9
Highest occupied orbital energy, eV: -9.467
Relative energy (zero: lowest compared OMol25 entry of this formula, charge and spin), kcal per mole: 0.0
Frontier orbital gap, eV: 9.97
Total charge: 0

```
67
Properties=species:S:1:pos:R:3:forces:R:3
H 0.1241 3.9390 -0.2885 0.0 0.0 0.0
H 1.5779 -4.6850 0.5513 0.2 0.0 0.1
H -1.5332 -0.2632 -3.1681 0.1 0.1 -0.3
C 3.7577 -4.0930 -1.3186 0.0 -0.2 -0.4
H -5.0367 2.1731 1.7219 0.0 0.0 0.0
H 2.3660 -3.3900 -2.8226 -0.2 -0.1 0.2
H -7.0481 1.6481 3.0578 0.0 0.0 0.0
O -1.7013 -3.4365 -2.8110 -0.2 0.0 0.3
C 0.1293 -0.9260 -1.8599 -0.1 1.1 0.0
H 0.8070 3.6839 4.5974 0.0 0.0 0.0
H -3.6024 -2.7850 -2.7740 -0.3 0.1 0.2
C 0.2746 3.8858 0.7825 0.0 0.0 -0.1
C 1.5883 -4.6167 -0.5402 -0.4 -0.1 0.0
H 4.5924 -1.3733 -2.6902 0.2 -0.1 0.1
C -1.2348 -1.1061 -2.5604 0.2 -1.5 1.1
H 1.3731 -3.5831 -0.8163 0.1 0.1 -0.1
H 4.3493 0.7302 -0.8111 0.1 0.0 -0.1
C -0.5654 4.1537 3.0170 0.0 0.0 0.0
C -4.7371 1.6348 5.5312 0.0 0.0 0.0
C -3.6062 1.9218 4.7795 0.0 0.0 0.0
H 0.7050 0.4693 -0.2908 0.3 0.1 0.1
C 3.5942 -1.6882 -2.3858 -0.4 0.1 0.0
H 2.3013 3.2028 0.6155 0.0 0.0 0.0
O 2.7830 -5.1009 -1.0962 0.1 0.1 0.0
H 2.3471 -1.5119 -0.6311 -0.2 0.1 -0.1
H -3.1138 -3.5935 -1.2922 0.2 -0.1 0.2
H 0.9119 -1.1728 -2.5715 0.1 -0.2 0.1
H -2.6391 1.9942 5.2613 0.0 0.0 0.0
C 1.2235 1.3778 -2.2342 0.1 -0.1 0.5
C -0.7570 4.2292 1.6443 0.0 0.0 0.0
H -1.3723 4.4142 3.6907 0.0 0.0 0.0
H 0.7719 -5.2282 -0.9178 -0.1 -0.1 0.0
H 4.6694 -4.6352 -1.5531 0.1 -0.1 0.1
H -6.8567 1.3085 5.4971 0.0 0.0 0.0
H 3.1365 0.8108 -3.0749 0.2 -0.2 0.0
H -3.1940 -0.8853 -1.5287 0.1 0.4 0.3
C 3.3067 0.4358 -0.9362 0.3 -0.3 -0.3
H -4.6539 1.4879 6.6004 0.0 0.0 0.0
H 2.8133 0.7557 -0.0214 -0.1 0.1 0.1
C -6.0825 1.7266 3.5409 0.0 0.0 0.0
C 0.6584 3.7422 3.5267 0.0 0.0 0.0
H -0.6199 0.9769 -1.2690 -0.1 0.1 0.1
C -2.3159 -1.5228 -1.5427 -0.6 -0.4 -0.3
C -4.9524 2.0194 2.7903 0.0 0.0 0.0
H -1.9244 -1.6804 -0.5444 0.1 0.4 0.2
O -0.3088 -2.5306 -4.3029 0.1 -0.2 -0.1
H 2.9194 -1.2324 -3.1087 0.1 0.0 -0.2
C 2.7656 1.2068 -2.1359 -0.5 0.4 0.0
H -1.7112 4.5523 1.2471 0.0 0.0 0.0
H 3.1894 2.2087 -2.0782 0.0 0.1 0.0
H 4.0391 -1.4577 -0.3223 0.0 0.0 0.2
H -2.8310 2.3409 2.8244 0.0 0.0 0.0
C -2.7977 -2.8822 -2.0439 0.1 -0.1 -0.9
C -5.9751 1.5353 4.9114 0.0 0.0 0.0
H 0.8793 1.2143 -3.2546 0.1 0.0 -0.2
C 0.3629 0.5020 -1.3201 -0.7 -0.1 -0.4
C 1.6916 3.4037 2.6632 0.0 0.0 0.0
H 0.1506 -1.6083 -1.0169 0.1 -0.4 -0.1
C 3.2773 -1.0984 -1.0149 0.4 -0.2 0.2
H 0.9832 2.4162 -2.0113 0.0 0.1 0.0
C -1.0315 -2.4075 -3.3581 0.1 0.7 -0.5
H 2.6470 3.0853 3.0603 0.0 0.0 0.0
C 1.4982 3.4722 1.2906 0.0 0.0 0.0
C -3.7138 2.1156 3.4096 0.0 0.0 0.0
H 3.9560 -3.5315 -0.4053 -0.2 0.1 0.1
H 3.9995 -3.5392 -3.3651 0.0 -0.1 -0.2
C 3.3953 -3.2104 -2.5232 0.4 0.4 0.1
```
Positions in Å, forces in eV/Å.



# 2
Entry from the OMol25 dataset: a molecular structure, C26H39AlN2O4SbTe in a non-equilibrium geometry (the ωB97M-V functional and the def2-TZVPD basis).

2S+1: 1
F_max, eV/Å: 1.3
Highest occupied orbital energy (alpha / beta), eV: -3.851 / -2.230
Relative energy (zero: lowest compared OMol25 entry of this formula, charge and spin), kcal per mole: 5.1
Frontier orbital gap (alpha / beta), eV: 6.10 / 4.48
Total charge: -1

```
74
Properties=species:S:1:pos:R:3:forces:R:3
H -0.1184 -3.7973 -2.5332 0.0 0.0 0.0
H 0.8479 1.1233 3.4190 0.0 0.0 0.0
H 2.3153 -0.3612 1.9141 0.0 0.0 0.1
C -2.7520 -2.8960 2.2909 0.0 0.0 0.0
H -0.7570 -2.0986 4.4183 0.0 0.0 0.0
C -0.4850 -3.1714 -1.7029 -0.1 0.3 0.2
C -1.3973 3.2939 -3.0606 0.1 -0.2 0.0
C -3.1394 -0.5645 3.1080 0.0 0.0 0.0
H -2.7466 4.9673 -3.2578 0.0 0.0 0.0
N 2.8294 2.1187 -0.6621 0.2 0.4 0.0
H 0.4039 -5.6449 -0.3228 0.0 0.0 0.0
C -0.1117 -4.8174 0.1932 -0.1 0.1 0.1
H 2.7061 -1.1443 3.4585 0.0 0.0 0.0
H 1.9484 -2.1865 -0.6312 0.0 -0.1 0.0
C -1.7949 0.8390 -2.9669 -0.1 0.1 0.1
Te -1.0606 1.7944 1.0207 0.4 0.1 -0.1
C 4.2193 4.0924 -0.6659 0.0 0.2 -0.1
H -1.5596 -3.3479 -1.6066 0.0 0.0 0.0
O 1.8415 2.8401 -1.1477 0.4 -0.1 0.2
C 0.2541 -3.5131 -0.4488 0.4 -0.8 -0.6
C 6.1996 2.7409 0.7407 0.0 0.0 0.0
C 0.1999 -2.2326 3.9107 0.1 0.0 -0.1
H 0.9616 -2.4028 4.6849 0.0 0.0 0.0
H -3.1284 0.4991 2.8645 0.0 0.0 0.0
O 1.5668 0.4627 -0.9424 0.1 -0.3 -0.2
Al 0.2674 1.8242 -1.3320 -1.3 0.1 -0.1
O -0.7158 0.6214 -2.2145 0.5 -0.1 0.0
H 3.4249 4.5891 -1.2041 0.0 0.0 0.0
H -2.2445 -3.1225 3.2290 0.0 0.0 0.0
H -0.5541 0.4591 4.2378 0.0 0.0 0.0
H 7.3023 4.5811 0.6532 0.0 0.0 0.0
H -1.0225 5.3712 -3.1571 0.0 0.0 0.0
H 2.1408 -3.7593 -1.4175 0.0 0.0 0.0
C 2.0220 -1.1646 2.5986 0.0 0.0 0.0
H -0.3297 -2.1259 -1.9839 0.0 0.0 0.0
H -3.5164 -0.1154 0.3847 0.0 0.0 0.0
C -3.2847 2.2675 -4.2706 0.0 0.0 0.0
H -4.3561 -0.9449 -4.3336 0.0 0.0 0.0
H -3.5554 3.2426 -4.6564 0.0 0.0 0.0
C -3.7412 -0.0840 -4.1005 0.1 0.0 0.0
C 6.3902 4.0683 0.3765 0.0 0.0 0.0
C -3.5688 -1.1544 0.7155 0.0 0.0 0.0
H -4.6131 -1.3821 0.9693 0.0 0.0 0.0
H 4.8592 1.0535 0.6908 0.0 0.0 0.0
H -2.3427 -1.2034 -2.8909 0.0 0.0 0.0
H -3.8034 -3.1935 2.4055 0.0 0.0 0.0
H -4.9381 1.3001 -5.2292 0.0 0.0 0.0
C -4.0664 1.1733 -4.5972 0.0 0.0 0.0
H -4.1678 -0.8409 3.3816 0.0 0.0 0.0
H 1.0720 0.1080 4.8574 0.0 0.0 0.0
C 5.3993 4.7392 -0.3238 0.0 0.0 0.0
C -1.7398 4.6611 -3.5649 0.0 0.0 0.0
C 4.0566 2.7710 -0.3009 -0.3 -0.2 -0.1
N 2.7197 0.8616 -0.5737 0.0 -0.1 0.1
H 5.5388 5.7743 -0.6063 0.0 0.0 0.0
H -1.7051 4.7134 -4.6594 0.0 0.0 0.0
C -2.1416 2.1570 -3.4331 0.0 0.0 0.1
H 0.1903 -4.8622 1.2442 0.0 0.0 0.0
C -2.6762 -1.4104 1.9302 0.1 0.0 0.0
H -1.1831 -5.0174 0.1351 0.0 0.0 0.0
H 2.1687 -2.1131 2.0777 0.0 0.0 0.0
C -2.6100 -0.2331 -3.2930 -0.1 0.0 -0.1
H -2.5119 -0.7167 3.9897 0.0 0.0 0.0
O -0.3463 3.2377 -2.2446 0.1 0.2 0.0
C 0.5798 -1.0071 3.0820 -0.1 0.1 0.0
C 1.7291 -3.2544 -0.5293 -0.1 0.3 0.2
H 0.1419 -3.1419 3.3039 0.0 0.0 0.0
C 5.0292 2.0819 0.4059 0.1 -0.1 0.1
H 6.9647 2.2171 1.2987 0.0 0.0 0.0
H 2.2622 -3.6379 0.3436 0.0 0.0 0.0
H -2.3162 -3.5250 1.5108 0.0 0.0 0.0
C 0.4742 0.2439 3.9429 0.1 0.0 0.1
H -3.2851 -1.7858 -0.1328 0.0 0.0 0.0
Sb -0.6400 -0.9150 1.2097 -0.1 0.3 0.2
```
Positions in Å, forces in eV/Å.



# 3
Entry from the OMol25 dataset: a molecular structure, C26H39IN3PtSi in a non-equilibrium geometry (the ωB97M-V functional and the def2-TZVPD basis).

2S+1: 1
F_max, eV/Å: 1.4
Highest occupied orbital energy, eV: -11.400
Relative energy (zero: lowest compared OMol25 entry of this formula, charge and spin), kcal per mole: 98.5
Frontier orbital gap, eV: 8.09
Total charge: +1

```
71
Properties=species:S:1:pos:R:3:forces:R:3
H -1.7272 -4.7223 -1.2229 0.0 0.0 0.0
H 3.3143 -2.6759 1.9807 0.0 0.0 0.0
H -2.2653 -1.0044 -0.8934 -0.1 0.1 0.0
H 0.8269 -0.8405 2.2769 0.0 0.0 0.0
H -0.6471 5.0050 2.9954 0.0 0.0 0.0
Pt -0.4614 -0.2586 -0.0818 -1.3 -0.3 -0.5
C -2.1726 -2.6239 1.4930 0.0 0.0 0.0
H 2.8794 -1.4631 0.7845 0.0 0.0 0.0
C -1.8943 4.0925 -0.3951 0.1 0.1 -0.1
H -3.6014 -2.1167 -0.5825 0.0 0.0 0.0
H 3.1418 -3.1390 0.2963 0.0 0.0 0.0
C -3.1927 4.2456 -0.1454 0.0 0.0 0.0
C 0.0140 2.7551 -1.1708 0.0 0.0 0.0
H 1.8449 -4.8396 -2.6327 0.0 0.0 0.0
C -3.4192 1.8621 0.3298 0.1 0.0 0.0
C 0.9338 -3.0555 -1.8148 -0.2 -0.1 0.1
C 1.4634 -4.4919 -1.6676 0.0 0.0 -0.1
C -0.6244 4.4171 2.0869 0.0 0.0 0.1
H 0.3224 6.0525 1.1516 0.0 0.0 0.0
H -0.0946 -2.1519 3.0077 0.0 0.0 0.0
H -0.9730 6.0288 -0.8689 0.0 0.0 0.0
H 2.8786 -2.0179 -1.5490 0.0 0.0 0.1
I 1.2083 4.9622 -2.9455 0.1 0.0 -0.2
H -1.9943 -1.5788 1.7791 0.0 0.0 0.0
H 2.5282 -2.5741 -3.1793 0.0 0.0 0.0
C -3.9779 3.0664 0.1904 0.0 0.0 0.0
H 0.1313 -4.5188 2.1820 0.0 0.0 0.0
H 1.6995 -1.1673 -2.5643 0.0 0.1 -0.1
C 1.2509 -2.8068 1.3837 -0.2 -0.1 -0.1
C 2.0806 -2.1480 -2.2774 0.0 0.0 0.1
C 1.7560 2.9579 0.3968 0.1 0.1 -0.1
H -0.8727 -3.7868 -2.8415 0.0 0.0 0.0
H -3.6629 5.2194 -0.1585 0.0 0.0 0.0
C 1.1427 2.1091 -0.4169 0.1 0.0 0.0
H -3.0064 -4.6572 -0.0171 0.0 0.0 0.0
N 1.2903 0.6728 -0.4705 0.2 0.2 0.0
C -1.6990 -2.9431 0.0651 0.0 -0.2 0.1
H -3.9785 0.9616 0.5390 0.0 0.0 0.0
H 2.0626 0.3488 0.1053 0.0 0.1 0.0
H -1.3640 -5.0704 0.4667 0.0 0.0 0.0
H 1.4086 -4.9777 1.0564 0.0 0.0 0.0
C -0.7603 5.0370 -0.4827 -0.1 0.0 0.0
C -1.2343 2.7763 -0.2808 -0.1 -0.1 0.2
C 0.8639 -1.8958 2.5622 0.1 0.0 0.1
N -1.0177 2.3288 1.0657 0.1 -0.2 0.1
H -1.6940 -3.2517 2.2429 0.0 0.0 0.0
H 2.1113 5.0645 0.0762 0.0 0.0 0.0
C 0.4094 4.2554 -1.1340 0.0 -0.1 0.1
C -0.0914 -3.0367 -2.9592 -0.1 0.0 0.0
Si 0.1412 -2.4662 -0.1611 0.9 0.1 0.1
H 2.2817 -4.5690 -0.9536 0.0 0.0 0.0
H 0.4216 -3.2568 -3.9000 0.0 0.0 0.0
H 0.6836 -5.1902 -1.3579 0.0 0.0 0.0
H -5.0474 3.1597 0.3202 0.0 0.0 0.0
H 2.5152 2.6971 1.1217 0.0 0.0 0.0
H 1.6202 -1.9886 3.3483 0.0 0.0 0.0
H 1.8151 -4.4449 2.6819 0.0 0.0 0.0
C 2.7236 -2.5060 1.0761 0.0 -0.1 0.0
C 1.2825 4.3623 0.1371 0.0 0.0 0.0
C 1.1373 -4.2707 1.8402 0.0 0.0 0.0
C -2.5519 -2.0815 -0.8882 0.0 -0.2 0.1
H -0.5686 -2.0600 -3.0694 0.0 0.0 0.0
H -1.7145 2.8325 3.0096 -0.1 0.0 0.0
N -2.0175 1.6324 0.1670 0.1 0.1 0.0
H -3.2501 -2.8011 1.5593 0.0 0.0 0.0
C 0.0520 5.0321 0.8925 0.0 0.0 0.0
H 1.4704 0.3788 -1.4281 0.2 0.0 0.0
H -2.4936 -2.4071 -1.9237 0.1 0.1 0.0
C -1.9492 -4.4327 -0.1967 -0.2 0.0 0.0
C -1.2296 3.2266 2.1274 0.0 0.0 -0.1
H -0.1871 2.3570 -2.1656 0.0 0.0 0.0
```
Positions in Å, forces in eV/Å.